No. 1
{"formula": "C27H31N3O2", "method": "the ωB97M-V functional and the def2-TZVPD basis", "lumo_ev": -0.4846, "homo_energy_ev": -5.86, "homo_lumo_gap_ev": 5.38, "species": ["H", "C", "N", "H", "H", "C", "H", "C", "H", "C", "C", "H", "C", "C", "H", "H", "N", "H", "H", "C", "C", "C", "H", "C", "C", "C", "C", "H", "C", "O", "H", "C", "H", "H", "H", "H", "H", "C", "H", "H", "C", "H", "O", "C", "H", "C", "H", "N", "C", "H", "C", "C", "H", "H", "C", "H", "C", "C", "H", "H", "C", "H", "H"], "positions_angstrom": [[-0.577, 0.422, -4.144], [-2.183, -0.815, 5.068], [0.062, 0.798, -0.955], [1.675, -0.981, -4.559], [-4.128, 0.493, 2.793], [1.107, -2.711, -0.191], [-4.317, -1.037, 5.198], [-0.681, -0.703, 0.906], [0.608, -0.896, 3.109], [1.661, 2.503, -4.820], [0.376, 2.810, -4.058], [0.474, 3.867, 0.356], [-4.236, -1.722, 2.656], [-1.398, -0.753, 3.898], [-0.740, 3.898, -1.721], [-2.708, 0.059, 0.870], [0.369, 2.393, -2.642], [-1.198, 2.128, 0.118], [2.798, 0.895, -5.672], [-3.599, -0.353, 3.236], [3.264, -3.177, -1.190], [-0.125, 1.858, 0.029], [2.360, 0.152, -3.433], [0.289, 3.508, -1.723], [3.297, -1.869, -1.688], [2.288, -0.958, -1.315], [0.498, -1.516, 5.175], [1.759, 2.828, -0.307], [-0.307, -1.641, 6.315], [-4.887, -1.497, 1.625], [1.665, 3.149, -5.708], [1.115, -1.413, -0.704], [2.428, 0.112, -1.515], [-0.078, -0.873, -3.059], [4.119, -1.552, -2.331], [0.257, 3.898, -4.040], [1.555, -1.765, 5.234], [0.200, 0.120, -3.420], [4.091, -3.868, -1.394], [0.236, -3.051, 0.368], [-0.161, -0.550, -0.524], [-0.048, -1.321, 1.537], [-3.903, -2.694, 3.349], [0.217, 1.126, -2.268], [0.949, 4.294, -2.102], [-0.032, -1.052, 3.964], [1.090, 0.861, -6.106], [-2.210, -0.444, 2.805], [2.198, -3.569, -0.384], [0.127, -2.015, 7.248], [-3.567, -0.372, 4.767], [-1.653, -1.265, 6.267], [0.208, 1.488, 1.004], [2.186, -4.545, 0.099], [-1.872, -0.339, 1.468], [2.541, 2.784, -4.225], [0.689, 3.065, -0.352], [1.546, 0.037, -4.156], [-0.489, 2.385, -4.589], [-3.736, 0.640, 5.148], [1.785, 1.054, -5.276], [-2.302, -1.329, 7.146], [-0.949, -0.980, -1.185]], "forces_ev_per_a": [[0.122, -0.064, 0.439], [0.739, -0.285, 0.084], [-0.001, 1.888, -2.248], [-0.184, 0.339, 0.122], [0.261, 0.069, 0.043], [0.214, -0.418, -0.275], [0.042, 0.002, -0.228], [0.131, -0.276, 0.641], [0.083, -0.196, 0.202], [0.098, -0.041, -0.191], [0.067, 0.118, -0.243], [0.168, -0.039, 0.029], [0.386, 1.948, 1.104], [0.327, -0.634, 0.658], [0.205, -0.022, -0.024], [0.381, -0.134, 0.265], [-0.215, -0.044, -0.648], [0.488, -0.296, -0.034], [-0.275, -0.008, 0.018], [-1.294, -1.333, -0.156], [0.128, 0.254, -0.141], [0.108, 0.450, 0.627], [-0.209, -0.052, -0.215], [0.059, 0.528, 0.124], [-0.281, 0.015, 0.707], [0.045, -0.266, -0.296], [-0.414, 0.244, 0.389], [-0.146, 0.082, -0.023], [0.407, -0.028, -0.097], [-0.165, -1.016, -0.469], [0.050, -0.053, 0.158], [0.138, 0.153, 0.461], [-0.150, -0.574, -0.066], [0.091, 0.292, 0.056], [-0.082, 0.048, 0.341], [-0.180, -0.292, 0.020], [-0.184, 0.026, -0.034], [-0.109, -0.122, 0.407], [-0.416, 0.311, 0.025], [0.237, -0.024, -0.163], [-0.835, -2.507, 0.552], [-0.007, 0.490, -0.337], [-0.507, -0.561, -0.768], [-0.436, -0.467, 0.842], [-0.091, -0.080, 0.099], [-0.250, 0.092, 0.143], [0.050, 0.087, 0.148], [1.295, 1.051, -1.242], [-0.433, 0.255, 0.069], [-0.166, 0.126, -0.387], [-0.255, 0.550, -0.247], [-0.058, 0.202, -0.349], [-0.251, -0.031, -0.340], [0.017, 0.161, -0.238], [-0.215, -0.130, 0.298], [-0.242, 0.013, 0.037], [0.055, 0.237, 0.350], [0.800, -0.138, -0.221], [0.179, 0.199, 0.184], [0.023, -0.015, 0.180], [-0.131, -0.236, -0.029], [0.308, -0.025, -0.279], [0.483, 0.177, 0.163]], "lowdin_charge": [0.133, -0.160, 0.013, 0.130, 0.133, -0.026, 0.127, -0.079, 0.078, -0.171, -0.130, 0.131, -0.690, -0.139, 0.147, 0.142, -0.022, 0.150, 0.118, -0.188, -0.087, -0.123, 0.084, -0.147, -0.075, -0.062, -0.099, 0.133, -0.103, -0.052, 0.119, -0.157, 0.105, 0.118, 0.104, 0.123, 0.094, -0.061, 0.108, 0.126, -0.232, 0.065, -0.018, -0.142, 0.134, -0.023, 0.119, -0.007, -0.065, 0.096, -0.080, -0.030, 0.136, 0.110, -0.042, 0.125, -0.144, -0.180, 0.134, 0.117, -0.198, 0.116, 0.162]}

=====

No. 2
{"formula": "C2H7NS2", "method": "the ωB97M-V functional and the def2-TZVPD basis", "smiles": "NCCSS", "lumo_ev": 0.3531, "homo_energy_ev": -8.39, "homo_lumo_gap_ev": 8.74, "species": ["H", "H", "S", "C", "N", "H", "H", "H", "C", "H", "S", "H"], "positions_angstrom": [[-1.809, 0.795, -1.622], [0.033, -1.002, -1.519], [-0.573, -0.385, 0.585], [-0.733, 1.025, -1.622], [-0.520, 2.478, -1.484], [-0.453, 0.831, -2.660], [0.501, 2.653, -1.427], [0.662, -0.899, 2.557], [0.076, -0.027, -0.934], [-0.638, 2.678, -0.484], [1.078, -1.400, 1.403], [1.216, 0.164, -0.927]], "forces_ev_per_a": [[0.232, 0.173, 0.448], [-0.113, 1.252, 0.130], [-0.571, -0.528, 2.777], [-0.038, 0.315, -2.847], [1.277, -0.337, 2.329], [-0.294, 0.127, -0.295], [-0.372, -0.307, -1.047], [0.430, -0.095, 0.645], [2.795, -1.238, -2.181], [-0.968, 0.215, -0.107], [-0.641, 0.139, -0.087], [-1.737, 0.285, 0.234]], "lowdin_charge": [0.112, 0.089, 0.478, -0.400, -0.008, 0.103, 0.075, -0.220, -0.734, 0.058, 0.347, 0.099]}

=====

No. 3
{"formula": "CH4N2O3P", "method": "the ωB97M-V functional and the def2-TZVPD basis", "smiles": "NC(=O)[P@@](N)(=O)[O-]", "charge": -1, "lumo_ev": 4.1762, "homo_energy_ev": -4.37, "homo_lumo_gap_ev": 8.55, "species": ["H", "N", "H", "C", "H", "O", "O", "N", "O", "H", "P"], "positions_angstrom": [[-0.012, -1.093, -1.519], [-0.410, -1.700, -0.765], [1.390, 1.292, 1.127], [-0.017, -1.039, 0.329], [-0.273, -2.722, -0.822], [0.410, 0.771, -1.600], [-1.766, 1.136, -0.198], [0.606, 1.805, 0.752], [0.188, -1.505, 1.451], [0.197, 2.223, 1.537], [-0.313, 0.833, -0.291]], "forces_ev_per_a": [[-0.768, -0.904, -0.285], [1.082, -1.184, -1.550], [0.355, -0.145, -0.309], [-1.093, 1.716, 1.808], [-0.011, 0.829, 0.141], [0.085, -0.064, -0.308], [0.198, 0.189, 0.269], [0.901, -0.533, -0.614], [0.168, 0.197, -0.738], [-1.303, 0.562, 0.954], [0.385, -0.663, 0.632]], "lowdin_charge": [0.062, 0.061, 0.026, -0.578, 0.101, -0.408, -0.385, -0.087, -0.064, 0.002, 0.271]}

=====

No. 4
{"formula": "C16H18IrN2O4S3", "method": "the ωB97M-V functional and the def2-TZVPD basis", "multiplicity": 2, "lumo_ev": [-1.1253, -1.8141], "homo_energy_ev": [-8.01, -8.01], "homo_lumo_gap_ev": [6.88, 6.20], "species": ["C", "N", "O", "C", "O", "H", "H", "H", "O", "H", "C", "H", "C", "S", "H", "N", "C", "C", "C", "C", "H", "H", "H", "C", "H", "H", "C", "Ir", "C", "S", "O", "H", "C", "C", "H", "S", "H", "H", "C", "H", "H", "H", "C", "C"], "positions_angstrom": [[2.567, -0.472, -1.689], [1.441, -0.861, -0.827], [-0.529, 1.792, -3.284], [0.816, 2.209, 1.150], [-0.835, 3.647, -1.748], [1.122, 2.280, 2.201], [2.586, 0.616, -1.754], [2.231, -1.506, 1.031], [1.200, 2.345, -1.748], [0.980, -0.046, 2.467], [0.140, -4.807, -1.654], [-0.759, 0.605, 3.515], [1.915, -3.229, -1.322], [-2.259, 2.232, -0.883], [2.519, 0.191, 0.610], [-0.047, 1.039, 0.952], [-2.324, 1.983, 0.839], [-1.519, 1.097, 2.930], [-3.669, 2.162, 2.845], [-0.369, -2.516, -1.095], [2.223, -5.283, -1.810], [2.972, -3.016, -1.291], [-4.246, 2.912, 0.925], [1.494, -4.513, -1.615], [-0.169, -0.978, 1.476], [-2.818, 1.287, 4.612], [-0.780, -3.820, -1.377], [-0.320, 0.682, -1.473], [1.778, -0.609, 0.586], [0.166, 2.960, -2.632], [0.716, 3.878, -3.579], [-0.196, -5.802, -1.896], [-3.486, 2.408, 1.502], [-1.313, 1.336, 1.578], [3.527, -0.827, -1.301], [-1.609, -1.311, -0.818], [2.415, -0.879, -2.687], [0.270, 3.109, 0.874], [0.587, -0.189, 1.450], [-4.578, 2.481, 3.336], [-1.837, -4.026, -1.391], [1.686, 2.160, 0.502], [-2.688, 1.493, 3.560], [1.000, -2.213, -1.069]], "forces_ev_per_a": [[0.483, 0.246, -0.243], [-0.776, 0.851, -1.107], [-0.020, -1.635, -0.214], [0.405, 0.403, -0.151], [0.299, 0.701, -0.225], [-0.063, -0.032, -0.032], [0.165, -0.123, 0.005], [-0.046, 0.139, -0.158], [-0.756, -1.581, 0.427], [-0.074, 0.010, -0.073], [0.122, -0.045, 0.140], [0.109, -0.073, 0.028], [0.023, 0.124, 0.168], [1.214, -1.879, -0.584], [0.043, -0.088, -0.059], [-0.146, -0.805, -0.816], [0.260, -0.296, 0.167], [0.072, -0.024, -0.145], [-0.049, -0.031, 0.150], [0.375, 0.184, -0.069], [0.104, -0.078, -0.070], [0.150, 0.031, -0.041], [-0.097, 0.052, -0.038], [0.019, -0.038, 0.019], [0.086, 0.121, -0.042], [-0.028, -0.006, 0.074], [0.114, 0.189, 0.092], [-0.924, 0.697, 4.504], [-0.294, 0.370, 0.456], [0.099, 2.655, -0.876], [-0.061, -0.345, 0.030], [-0.032, -0.131, -0.022], [0.175, 0.038, -0.288], [-0.556, 0.031, 0.031], [-0.039, -0.076, -0.003], [0.307, 1.709, -0.789], [-0.041, 0.032, 0.017], [0.007, -0.003, -0.061], [0.215, -0.441, 0.097], [-0.015, 0.013, -0.023], [-0.177, -0.049, -0.083], [0.008, -0.002, 0.074], [0.008, 0.031, -0.075], [-0.671, -0.845, -0.190]], "lowdin_charge": [-0.076, -0.233, -0.464, -0.045, -0.515, 0.110, 0.067, 0.144, -0.415, 0.124, -0.082, 0.111, -0.034, 0.975, 0.119, -0.227, -0.512, -0.013, -0.073, -0.599, 0.102, 0.111, 0.106, -0.080, 0.101, 0.108, -0.117, 1.033, -0.141, 0.260, -0.250, 0.105, -0.094, -0.279, 0.094, 0.628, 0.109, 0.102, -0.194, 0.110, 0.098, 0.073, -0.059, -0.288]}